Below is a molecular structure, C45H36ClF6N3O8PS3Sr in a non-equilibrium geometry, with properties calculated with the ωB97M-V functional and the def2-TZVPD basis.

```
104
Properties=species:S:1:pos:R:3:lowdin_charge:R:1
Sr -0.112 -1.560 0.460 1.312
F 3.899 -4.557 2.377 0.148
C 3.528 -4.601 1.100 -0.676
F 4.575 -4.302 0.334 0.148
F 3.122 -5.836 0.810 0.142
S 2.195 -3.372 0.770 0.516
O 1.582 -3.740 -0.485 -0.316
O 2.837 -2.088 0.829 -0.275
N 1.196 -3.477 2.007 -0.335
S -0.215 -4.229 2.101 0.578
O -0.783 -3.983 3.385 -0.241
O -1.018 -3.968 0.918 -0.385
C 0.137 -6.045 2.094 -0.676
F 0.424 -6.469 0.867 0.147
F 1.169 -6.307 2.897 0.140
F -0.932 -6.697 2.540 0.150
Cl -2.008 -2.834 -2.280 0.747
C -1.045 -3.237 -3.675 -0.634
C -1.434 -4.356 -4.401 -0.112
C -0.710 -4.722 -5.522 -0.090
C 0.391 -3.961 -5.901 -0.086
C 0.758 -2.851 -5.160 -0.079
C 0.048 -2.460 -4.023 -0.381
P 0.521 -1.052 -2.930 1.092
C -0.743 0.169 -3.455 -0.372
C -1.121 1.143 -2.536 -0.094
C -2.053 2.112 -2.883 -0.073
C -2.621 2.113 -4.147 -0.087
C -2.261 1.134 -5.067 -0.087
C -1.327 0.171 -4.722 -0.095
C 2.027 -0.483 -3.789 -0.400
C 2.073 0.576 -4.682 -0.077
C 3.276 0.941 -5.272 -0.083
C 4.439 0.247 -4.977 -0.099
C 4.401 -0.810 -4.077 -0.085
C 3.203 -1.165 -3.480 -0.103
H -2.294 -4.927 -4.077 0.100
H -1.004 -5.595 -6.091 0.099
H 0.967 -4.230 -6.777 0.099
H 1.617 -2.272 -5.472 0.102
H -0.708 1.124 -1.535 0.086
H -2.358 2.854 -2.157 0.105
H -3.350 2.868 -4.412 0.098
H -2.709 1.123 -6.053 0.097
H -1.050 -0.589 -5.443 0.105
H 1.176 1.136 -4.909 0.102
H 3.303 1.779 -5.958 0.098
H 5.377 0.537 -5.435 0.094
H 5.308 -1.345 -3.824 0.099
H 3.179 -1.966 -2.748 0.107
C -4.737 0.363 -0.329 -0.112
C -5.133 0.675 0.966 -0.117
C -4.272 0.381 2.010 -0.086
C -3.017 -0.189 1.756 -0.244
C -2.550 -0.483 0.453 -0.154
C -3.489 -0.207 -0.556 -0.188
C -2.150 -0.468 2.944 -0.237
C -2.732 -0.805 4.208 -0.005
C -1.926 -1.021 5.278 -0.009
C -0.519 -0.902 5.146 -0.176
C 0.383 -1.097 6.218 -0.040
C 1.728 -0.983 6.010 -0.086
C 2.222 -0.667 4.721 -0.067
C 1.371 -0.477 3.673 -0.014
C -0.027 -0.600 3.867 -0.240
N -0.845 -0.413 2.793 0.092
H -5.399 0.569 -1.163 0.091
H -6.094 1.135 1.161 0.088
H -4.576 0.628 3.023 0.092
H -3.233 -0.414 -1.592 0.040
H -3.802 -0.921 4.287 0.106
H -2.345 -1.305 6.238 0.116
H -0.007 -1.342 7.199 0.108
H 2.419 -1.136 6.829 0.096
H 3.290 -0.574 4.567 0.104
H 1.733 -0.220 2.683 0.098
C -1.605 2.863 4.695 -0.033
C -1.098 3.745 3.592 -0.256
C -0.129 4.705 3.859 -0.037
C 0.381 5.505 2.852 -0.057
C -0.102 5.347 1.561 -0.297
C -1.090 4.414 1.278 -0.052
C -1.576 3.607 2.292 -0.010
S 0.668 6.234 0.256 0.604
O 1.271 7.417 0.807 -0.308
O -0.278 6.318 -0.819 -0.290
N 1.901 5.295 -0.222 -0.135
C 1.665 3.941 -0.768 -0.200
C 1.863 2.820 0.248 -0.093
C 1.680 1.452 -0.415 -0.673
O 2.123 1.303 -1.563 0.000
O 1.075 0.562 0.265 -0.229
H -1.455 3.332 5.667 0.077
H -1.073 1.908 4.697 0.072
H -2.666 2.651 4.565 0.081
H 0.236 4.822 4.872 0.110
H 1.140 6.247 3.055 0.110
H -1.457 4.322 0.265 0.111
H -2.324 2.852 2.073 0.114
H 2.691 5.391 0.398 0.111
H 2.312 3.780 -1.630 0.117
H 0.642 3.925 -1.153 0.112
H 1.165 2.906 1.078 0.098
H 2.876 2.868 0.671 0.124
```

## Properties
* Kohn-Sham gap: 0.2770 Eh
* relative energy (zero: lowest compared OMol25 entry of this formula, charge and spin): 12.56 kcal per mole
* HOMO level: -5.25 eV
* LUMO level: 2.287 eV
* total charge: -1
* energy: -5128.8403 hartree